Record 1
ORCA calculation (ωB97M-V with the def2-TZVPD basis set) on a structure of composition C20H43EuN2OP2 at a distorted geometry.

Multiplicity ... 7
Max |F| ... 4.02 eV/Å
Total charge ... +2
Lowest unoccupied orbital energy (alpha / beta) ... -7.25 / -6.32 eV

Each line ends with the Löwdin spin population.
Element x y z (Å)
Eu: -0.11 1.08 -0.32  6.1946
P: 0.71 1.19 2.47  -0.0123
P: -1.73 -0.45 -2.19  -0.0127
N: -1.84 -0.08 1.00  -0.0129
C: -0.88 0.63 3.30  -0.0010
H: -0.54 0.07 4.19  -0.0002
H: -1.43 1.51 3.63  -0.0001
C: -1.77 -0.39 2.49  -0.0001
H: -1.35 -1.40 2.56  -0.0001
H: -2.79 -0.34 2.98  -0.0002
C: -2.83 -1.11 0.47  -0.0002
H: -3.83 -1.05 0.99  -0.0002
H: -2.35 -2.08 0.62  -0.0001
C: -3.16 -0.91 -1.06  -0.0004
H: -3.98 -0.19 -1.24  -0.0001
H: -3.49 -1.90 -1.42  0.0000
C: -1.28 -1.98 -3.15  -0.0026
C: 0.15 -1.84 -3.69  -0.0001
H: 0.44 -2.79 -4.17  0.0000
H: 0.88 -1.62 -2.90  0.0000
H: 0.22 -1.05 -4.45  0.0000
C: -2.48 0.80 -3.36  -0.0011
C: -1.41 1.31 -4.35  0.0001
H: -1.82 2.18 -4.86  0.0000
H: -1.16 0.55 -5.10  0.0000
H: -0.49 1.63 -3.84  0.0002
C: 0.81 3.01 2.89  -0.0018
C: 2.06 3.64 2.24  0.0001
H: 1.98 4.73 2.33  0.0000
H: 2.15 3.39 1.17  0.0001
H: 2.99 3.32 2.75  0.0000
C: 2.11 0.30 3.31  -0.0019
C: 3.34 0.29 2.38  0.0000
H: 4.12 -0.33 2.84  0.0000
H: 3.74 1.30 2.23  0.0000
H: 3.10 -0.14 1.39  0.0001
C: 2.20 1.65 -1.76  -0.0060
C: -3.78 0.38 -4.06  -0.0003
H: -3.61 -0.40 -4.82  0.0000
H: -4.54 0.03 -3.35  0.0000
H: -4.17 1.26 -4.57  -0.0001
C: 0.66 3.37 4.37  -0.0005
H: 0.58 4.46 4.44  -0.0001
H: -0.24 2.93 4.82  0.0000
H: 1.54 3.07 4.96  -0.0001
C: 2.49 0.74 4.72  -0.0007
H: 3.19 0.00 5.13  -0.0002
H: 3.02 1.71 4.72  0.0000
H: 1.63 0.79 5.40  0.0000
C: -2.25 -2.45 -4.24  -0.0009
H: -2.20 -1.81 -5.13  0.0000
H: -1.93 -3.45 -4.55  -0.0002
H: -3.28 -2.53 -3.88  0.0000
H: -1.27 -2.75 -2.35  0.0000
H: 1.72 -0.74 3.38  0.0000
H: -2.73 1.63 -2.66  -0.0014
H: -0.09 3.40 2.36  -0.0020
O: 3.16 1.85 -2.35  0.0002
H: -2.49 0.67 1.08  -0.0050
H: -1.36 2.46 -0.15  -0.1198
C: 3.80 -3.32 -0.66  0.0001
C: 2.36 -3.37 -0.17  0.0004
C: 1.73 -2.07 -0.26  0.0019
N: 1.19 -1.04 -0.30  -0.0129
H: 3.88 -2.97 -1.68  0.0000
H: 4.23 -4.34 -0.64  0.0000
H: 4.42 -2.70 -0.03  0.0000
H: 1.74 -4.05 -0.78  0.0001
H: 2.29 -3.68 0.88  0.0001



Record 2
ORCA calculation (ωB97M-V with the def2-TZVPD basis set) on a structure of composition C17H24B2O19Ti at a distorted geometry.

Multiplicity ... 4
Max |F| ... 1.71 eV/Å
Total charge ... -1
Lowest unoccupied orbital energy (alpha / beta) ... 1.75 / 1.63 eV

Each line ends with the Löwdin spin population.
Element x y z (Å)
Ti: -14.88 23.88 8.21  2.5151
O: -13.33 25.69 7.58  0.0414
C: -12.51 26.58 7.65  0.0222
O: -11.33 26.51 8.17  0.0116
B: -10.73 27.89 8.09  0.0008
O: -11.73 28.68 7.35  0.0008
C: -12.83 27.99 7.18  0.0035
O: -13.82 28.37 6.63  0.0038
O: -9.41 27.84 7.45  0.0001
C: -8.46 28.04 8.34  0.0000
O: -7.30 27.93 8.10  0.0000
C: -9.17 28.52 9.63  0.0000
O: -10.49 28.57 9.39  0.0004
O: -8.66 28.91 10.64  0.0000
O: -13.12 22.41 7.88  0.0626
C: -12.77 21.26 7.81  0.0216
O: -12.54 20.45 8.80  0.0111
B: -11.86 19.25 8.26  0.0011
O: -12.07 19.34 6.80  0.0006
C: -12.60 20.49 6.49  0.0023
O: -12.93 20.91 5.42  0.0023
O: -10.43 19.24 8.67  0.0001
C: -10.18 18.18 9.39  0.0000
O: -9.12 17.86 9.83  0.0000
C: -11.49 17.40 9.55  0.0000
O: -12.42 18.01 8.84  0.0003
O: -11.59 16.37 10.15  0.0000
C: -17.69 22.55 10.32  0.0260
C: -16.85 23.58 11.10  0.0107
C: -16.03 22.90 12.19  0.0079
O: -16.01 24.33 10.23  0.0610
H: -18.31 22.06 11.07  0.0015
H: -17.03 21.81 9.87  0.0199
H: -18.27 23.11 9.58  0.0025
H: -17.65 24.24 11.49  0.0004
H: -15.09 22.57 11.75  0.0078
H: -16.60 22.14 12.72  0.0002
H: -15.71 23.60 12.97  0.0005
H: -15.77 25.12 10.74  0.0051
C: -16.35 20.42 5.96  0.0057
C: -16.53 21.86 5.48  0.0043
C: -17.74 22.57 6.12  0.0208
O: -15.37 22.60 5.92  0.0458
H: -17.26 19.82 5.86  0.0002
H: -16.08 20.44 7.02  0.0068
H: -15.57 19.83 5.46  0.0002
H: -16.64 21.90 4.39  0.0005
H: -17.55 23.62 5.89  0.0025
H: -17.79 22.31 7.17  0.0113
H: -18.63 22.33 5.53  0.0012
H: -14.62 22.21 5.42  0.0012
C: -18.43 26.26 8.17  0.0022
C: -17.39 26.47 7.07  0.0035
C: -17.18 27.93 6.69  0.0004
O: -16.15 25.89 7.56  0.0431
H: -19.39 26.05 7.68  0.0002
H: -18.56 27.19 8.73  0.0002
H: -18.17 25.46 8.86  0.0015
H: -17.67 25.92 6.17  0.0004
H: -16.29 28.09 6.08  0.0000
H: -17.13 28.63 7.52  0.0001
H: -18.04 28.25 6.08  0.0001
H: -15.44 26.34 7.07  0.0021



Record 3
ORCA calculation (ωB97M-V with the def2-TZVPD basis set) on a cluster of 2 separate species, C4H9P in total at a distorted geometry.

Max |F| ... 7.74 eV/Å
Structure (SMILES) ... CC1=P[C@H]1C.[H][H]
Lowest unoccupied orbital energy ... 0.51 eV

Each line ends with the Mulliken charge.
Element x y z (Å)
C: -1.38 0.22 1.09  -1.1204
C: -0.81 -0.73 -0.08  0.4186
P: -0.31 -0.81 -1.60  -0.2156
C: 0.18 -1.67 -0.09  -0.1765
C: 1.46 -1.59 0.75  -1.2204
H: -1.36 -0.51 1.86  0.3835
H: -2.43 0.58 0.99  0.4069
H: -0.59 0.98 1.26  0.2606
H: -0.37 -2.60 0.17  0.2868
H: 2.16 -2.30 0.23  0.2939
H: 1.34 -1.67 1.78  0.3460
H: 1.86 -0.63 0.51  0.3690
H: -2.26 1.82 -0.92  -0.2152
H: -2.36 2.40 -1.38  0.1827